Model P:
Density functional theory data (ωB97M-V with the def2-TZVPD basis set) for a molecular structure, C2H5FO.

Properties
- HOMO-LUMO gap (eV) = 8.421
- HOMO energy (eV) = -10.5
- E_LUMO (eV) = -2.05

Last column: Löwdin charge in e.
Atoms and positions in Å:
C -0.763 -0.114 -0.795  -0.170
H 0.965 -0.925 -0.079  0.095
H -1.236 -1.031 -1.045  0.099
C 0.230 -0.276 0.508  -0.305
O 0.512 1.175 0.746  -0.223
F -1.678 0.960 -0.874  -0.072
H 2.189 0.718 1.250  0.331
H -0.198 -0.756 1.687  0.177
H -0.021 0.250 -1.397  0.068


Model Q:
Density functional theory data (ωB97M-V with the def2-TZVPD basis set) for a single C2H5FO molecule.

Properties
- HOMO-LUMO gap (eV) = 11.821
- HOMO energy (eV) = -10.8
- SMILES = CCOF
- E_LUMO (eV) = 1.03

Last column: Löwdin charge in e.
Atoms and positions in Å:
H -1.852 -0.232 -0.005  0.079
F 2.576 -0.178 0.000  -0.065
C -0.980 0.415 0.000  -0.066
O 1.327 0.490 0.000  -0.067
C 0.281 -0.441 0.000  -0.279
H 0.323 -1.074 -0.895  0.120
H 0.323 -1.075 0.895  0.120
H -1.002 1.044 0.885  0.079
H -0.997 1.050 -0.881  0.079


It is model Q that is the most stable of them.